Formula: C4H11NO2
Source: the Open Molecules 2025 dataset
Level of theory: ωB97M-V/def2-TZVPD

```
! RIJCOSX wB97M-V def2-TZVPD def2/J DEFGRID3
* xyz 0 1
O -0.04798 -2.49420 1.24639
C 0.44527 -2.52375 0.10989
N 0.66119 -3.60145 -0.60559
C 0.23440 -4.95622 -0.37553
C 0.00000 0.00000 0.00000
C 0.53143 -1.25801 -0.67710
H 1.19369 -3.43713 -1.46349
H 0.84321 -5.69687 -0.92088
H -0.82435 -5.10153 -0.64858
H 0.34660 -5.13695 0.70676
H -0.02572 0.88185 -0.66204
H 0.65847 0.22220 0.85654
H -1.01923 -0.18551 0.37862
H 0.14544 -1.40549 -1.70409
H 1.62962 -1.13605 -0.74458
O 5.24122 1.76474 -1.02992
H 4.27230 1.62768 -1.13314
H 5.63480 1.37606 -1.84372
*
```

The HOMO energy is -9.54 eV. As for the energy above the lowest of the compared OMol25 structures with the same formula, charge and spin: 83.5 kJ/mol. For the frontier orbital gap, the calculation gives 0.3683 hartree. The SMILES is CCC(=O)NC.O. The value obtained for the total energy is -364.2364 Eh.

Atomic partial charges in e from the Löwdin method, atoms 1 to 6: O 0.040; C -0.546; N -0.015; C -0.068; C -0.103; C -0.195